1.
Formula: C5H4N2O
Source: the Open Molecules 2025 dataset
Level of theory: ωB97M-V with the def2-TZVPD basis set

The geometry in XYZ format:
```
12
Properties=species:S:1:pos:R:3
C 1.89149 0.24562 -0.13820
C 0.64656 -1.76504 0.14101
C -0.70560 -1.44150 0.05335
C 1.78754 -1.06818 0.03506
C -0.90372 0.87549 0.61348
N 1.93560 1.42552 -0.22732
N -0.99931 1.99143 -0.04968
O -1.23479 -0.23730 -0.05228
H 0.70468 -2.82490 0.32825
H -1.38314 -2.29034 0.06946
H -0.91956 2.95894 0.28524
H -0.81976 2.13025 -1.05838
```

Results
Energy (eV): -10270.7822
LUMO (alpha / beta) (eV): -1.82 / -1.82
Energy relative to the best compared isomer or geometry (same formula, charge and spin) (eV): 5.9802


2.
Formula: C3H6N2O
Source: the Open Molecules 2025 dataset
Level of theory: ωB97M-V with the def2-TZVPD basis set

The geometry in XYZ format:
```
12
Properties=species:S:1:pos:R:3
H -0.46677 1.93953 -2.13484
N -0.12583 1.22356 -1.49491
C -1.05135 0.78428 -0.74991
C -0.75350 -0.28736 0.27264
N 0.58915 -0.78346 0.11691
C 1.52447 -0.77899 1.10829
O 2.71143 -0.94617 0.93112
H -2.09786 1.11239 -0.80453
H -0.88418 0.13726 1.27813
H -1.50307 -1.08741 0.17788
H 0.97564 -0.68230 -0.81502
H 1.08188 -0.63134 2.11426
```

Results
SMILES: [H]/N=C/CNC=O
Energy (eV): -8235.5760
LUMO (eV): 0.79
Energy relative to the best compared isomer or geometry (same formula, charge and spin) (eV): 1.1227


3.
Formula: Br2FH2PSi
Source: the Open Molecules 2025 dataset
Level of theory: ωB97M-V with the def2-TZVPD basis set

The geometry in XYZ format:
```
7
Properties=species:S:1:pos:R:3
F -1.92353 1.17937 -0.56380
P -0.84499 0.17592 0.08290
Si 1.42693 0.14399 -0.81571
Br 1.66043 -1.83510 0.37298
Br 2.51682 1.55402 0.60989
H -1.10916 -0.81155 -0.77858
H -1.72650 -0.40665 1.09233
```

Results
SMILES: F[PH2]=[Si](Br)Br
Energy (eV): -160002.7397
LUMO (eV): -0.69
Energy relative to the best compared isomer or geometry (same formula, charge and spin) (eV): 2.5344


4.
Formula: C18H30N3O4PPdS
Source: the Open Molecules 2025 dataset
Level of theory: ωB97M-V with the def2-TZVPD basis set

The geometry in XYZ format:
```
58
Properties=species:S:1:pos:R:3
Pd 0.05241 -0.79930 -0.28394
O 4.24340 -0.78290 1.61791
C 3.30169 -1.26278 0.96399
O 2.32214 -1.91301 1.38635
C 3.39176 -1.06539 -0.56169
C 4.65634 -1.07948 -1.14074
C 4.77100 -0.91093 -2.50634
C 3.63117 -0.70604 -3.25214
C 2.39056 -0.71207 -2.61602
N 2.27635 -0.89614 -1.28774
C 1.14207 -0.48499 -3.48418
O 1.22421 0.48621 -4.25650
O 0.21261 -1.30457 -3.36501
H 5.50787 -1.20163 -0.48635
H 5.74660 -0.91920 -2.98313
H 3.65256 -0.51566 -4.31660
C -0.92369 -2.91865 2.48452
N -0.23726 -3.18098 1.24367
C -0.86618 -2.94296 0.05562
N -0.07826 -3.19645 -1.04069
S -2.57638 -2.94573 -0.07923
H -0.23307 -3.14567 3.29973
H -1.81553 -3.54075 2.56814
H -1.22488 -1.87132 2.56892
H 0.73942 -2.86307 1.26089
H 0.91834 -3.16665 -0.85556
H -0.30748 -2.70442 -1.90560
C -2.96103 0.45472 2.61199
C -2.82920 1.12222 1.24993
C -3.97793 0.65467 0.35873
P -1.14191 0.93198 0.44238
C -1.49358 2.03807 -1.02640
C -0.31293 2.84031 -1.56541
C -1.99301 1.13523 -2.16449
C -0.14533 1.88741 1.69815
C 1.08439 2.58580 1.12283
C 0.35841 0.87580 2.73408
H -3.98360 0.59053 2.98053
H -2.28384 0.87671 3.35612
H -2.78016 -0.61710 2.53540
H -2.93183 2.21131 1.39238
H -3.82555 -0.37679 0.04181
H -4.09300 1.27491 -0.52725
H -4.91340 0.70372 0.92631
H -2.28721 2.74228 -0.73291
H 0.58024 2.21966 -1.65100
H -0.07645 3.71787 -0.95843
H -0.55183 3.18349 -2.57425
H -1.15998 0.61006 -2.61899
H -2.46820 1.75816 -2.93299
H -2.69362 0.36675 -1.84857
H -0.79371 2.63680 2.17632
H 1.60199 1.93291 0.41459
H 1.78418 2.80446 1.93348
H 0.85098 3.52371 0.61670
H 1.07491 0.19622 2.26580
H -0.42119 0.25231 3.17005
H 0.86567 1.41031 3.54490
```

Results
Net charge: -2
Energy (eV): -55420.3905
LUMO (eV): 5.04
Energy relative to the best compared isomer or geometry (same formula, charge and spin) (eV): 0.0000


5.
Formula: C4H6N
Source: the Open Molecules 2025 dataset
Level of theory: ωB97M-V with the def2-TZVPD basis set

The geometry in XYZ format:
```
11
Properties=species:S:1:pos:R:3
C -1.68786 0.11159 -0.59330
C -1.47568 -0.06099 0.64733
N -0.14639 -0.11941 0.06582
C 0.96469 0.69040 0.00116
C 1.07113 -0.79934 0.04546
H -1.75283 0.53577 -1.57238
H -2.01205 -0.27306 1.64337
H 1.29033 1.27349 0.80762
H 1.05775 1.15655 -0.99794
H 1.31451 -1.17573 -0.92612
H 1.37640 -1.33928 0.87898
```

Results
SMILES: C1=C[N+]12CC2
Net charge: +1
Energy (eV): -5722.9639
LUMO (eV): -4.22
Energy relative to the best compared isomer or geometry (same formula, charge and spin) (eV): 3.8366


6.
Formula: C9H32NO15P4
Source: the Open Molecules 2025 dataset
Level of theory: ωB97M-V with the def2-TZVPD basis set

The geometry in XYZ format:
```
61
Properties=species:S:1:pos:R:3
O -1.83329 3.33034 3.78915
N -0.89026 2.71116 3.05568
P 0.78229 3.26385 3.35846
O 1.00153 4.95775 3.02042
O 1.36017 2.83025 4.94316
H -2.46214 3.86651 3.19498
H -0.98647 1.66795 3.17878
H -1.09494 2.92512 2.04232
H 1.14980 5.49295 3.87650
H 1.21104 1.86286 5.15676
C 4.44224 1.31360 8.57661
O 5.00849 0.34024 7.71413
P 5.29529 0.98725 6.13551
O 3.87193 0.60324 5.72016
O 6.30293 -0.28819 5.79410
C 6.64612 -1.22702 6.80527
O 5.58218 1.63424 4.55693
C 6.88035 2.18029 4.43646
H 4.28450 0.86550 9.55797
H 5.12716 2.15983 8.67650
H 3.48351 1.65901 8.18103
H 5.77213 -1.81398 7.10086
H 7.09237 -0.72488 7.66672
H 7.39557 -1.91888 6.39872
H 7.64444 1.40957 4.57378
H 7.02099 2.97543 5.17044
H 6.98865 2.60009 3.43374
C -2.95819 -1.70223 -0.55957
O -3.43528 -0.55287 -1.24025
P -2.29130 0.74288 -1.16775
O -2.90369 1.20866 0.15662
O -3.08151 1.51211 -2.40973
C -4.15081 0.86960 -3.09194
O -1.14734 2.03861 -1.09535
C -0.25967 2.02322 -2.19523
H -3.70573 -2.49225 -0.63570
H -2.02867 -2.04453 -1.02219
H -2.78353 -1.47322 0.49494
H -5.01345 0.74757 -2.43110
H -3.82960 -0.09111 -3.50091
H -4.45787 1.50354 -3.93424
H -0.79837 2.16845 -3.13619
H 0.28486 1.07798 -2.22291
H 0.45500 2.84080 -2.07597
C -4.68654 -1.67798 -8.29194
O -3.39851 -2.12289 -7.89825
P -3.42326 -2.79316 -6.30356
O -3.17947 -1.40029 -5.71497
O -1.95085 -3.51014 -6.58037
C -1.35648 -3.46212 -7.87112
O -3.44797 -3.46350 -4.70893
C -3.68590 -4.85673 -4.72393
H -4.62503 -1.27016 -9.30122
H -5.38359 -2.52020 -8.28911
H -5.04364 -0.90060 -7.61143
H -1.06431 -2.43932 -8.12463
H -2.02961 -3.87717 -8.62480
H -0.44860 -4.07959 -7.86003
H -2.88306 -5.38623 -5.24525
H -4.64188 -5.06750 -5.20603
H -3.72277 -5.21370 -3.69213
```

Results
Net charge: +1
Energy (eV): -79192.9606
LUMO (eV): -4.77


7.
Formula: C3H4P2
Source: the Open Molecules 2025 dataset
Level of theory: ωB97M-V with the def2-TZVPD basis set

The geometry in XYZ format:
```
9
Properties=species:S:1:pos:R:3
C -1.20449 -0.94990 -0.25681
C 0.50415 1.04590 0.16617
C -0.08325 -0.39323 -0.02273
P 1.64703 -1.12174 0.07363
P 2.34531 0.84946 -0.21157
H -2.15720 -0.27478 -0.32359
H -1.41714 -2.05763 -0.21506
H -0.08983 1.65770 -0.42466
H 0.45541 1.24421 1.21462
```

Results
Energy (eV): -21750.5316
LUMO (eV): -0.97
Energy relative to the best compared isomer or geometry (same formula, charge and spin) (eV): 0.6936


8.
Formula: C28H35F12InN3O8S2
Source: the Open Molecules 2025 dataset
Level of theory: ωB97M-V with the def2-TZVPD basis set

The geometry in XYZ format:
```
89
Properties=species:S:1:pos:R:3
S -0.30431 4.94800 3.69403
C -0.18500 3.77714 2.58166
S -0.46185 2.10398 2.73169
C -1.24801 1.87607 4.33080
C -2.58212 2.54045 4.61879
C -3.77026 1.92493 3.88723
In -4.13337 2.55533 1.77767
C -3.31206 1.09702 0.32543
C -2.36236 0.13797 0.67874
C -1.81102 -0.70076 -0.27388
N -2.15676 -0.71408 -1.56289
C -3.11019 0.15797 -1.90228
C -3.68180 1.06438 -1.02151
N 0.27811 4.03531 1.25557
C -0.41410 4.59629 0.21734
C 0.46761 4.64407 -0.81046
N 1.68386 4.12482 -0.43791
C 1.53512 3.76442 0.80376
H -1.41705 0.79721 4.34126
H -0.51111 2.09661 5.10334
H -2.71164 2.40593 5.70067
H -2.55883 3.61445 4.45247
H -3.77451 0.83767 4.01185
H -4.67154 2.28878 4.38668
H -3.35059 4.14884 1.61773
H -5.86527 2.79725 1.47732
H -2.03025 0.05018 1.70050
H -1.03263 -1.40005 0.01656
H -3.42761 0.14549 -2.94008
H -4.42022 1.75750 -1.40833
H -1.44680 4.89023 0.28934
H 0.31403 5.02062 -1.80587
H 2.27285 3.30633 1.43897
C 3.21452 -3.49279 3.96385
C 2.17539 -3.11691 4.99563
O 1.08767 -2.38497 4.39526
C 0.15269 -3.11707 3.81024
O 0.10250 -4.30863 3.73908
C -0.94819 -2.19300 3.24436
F -0.41409 -1.13910 2.62273
F -1.71335 -1.74340 4.25156
F -1.71603 -2.85866 2.39815
H 3.56829 -2.60615 3.44078
H 4.06176 -3.97584 4.45102
H 2.80185 -4.17731 3.22381
H 2.58668 -2.43969 5.74094
H 1.77989 -3.99242 5.50901
C 1.11353 -1.99122 -3.00980
C 2.23770 -2.98048 -2.84033
O 3.28850 -2.35138 -2.06425
C 3.16247 -2.41871 -0.75341
O 2.36901 -3.04167 -0.11314
C 4.24338 -1.53486 -0.09305
F 4.30472 -0.34742 -0.69983
F 5.44563 -2.12571 -0.16018
F 3.95186 -1.32784 1.18727
H 1.49818 -1.07007 -3.44962
H 0.33451 -2.38207 -3.65305
H 0.66011 -1.73692 -2.05217
H 2.69300 -3.23456 -3.79507
H 1.92047 -3.90514 -2.36061
C 4.15695 2.62138 -1.33458
C 3.93990 4.10864 -1.48423
O 5.16670 4.77987 -1.87693
C 5.46391 4.75826 -3.15975
O 4.85077 4.25647 -4.05455
C 6.77036 5.55133 -3.39573
F 7.69964 5.25212 -2.48310
F 6.51992 6.86635 -3.32191
F 7.26360 5.28542 -4.60089
H 4.96679 2.41456 -0.63450
H 3.24510 2.15761 -0.96213
H 4.41105 2.16299 -2.29007
H 3.66779 4.56667 -0.53744
H 3.15761 4.33341 -2.20585
C -6.32323 -4.51202 -2.26329
C -5.91635 -5.04063 -3.62052
O -4.83565 -4.26318 -4.17702
C -3.62124 -4.57607 -3.75527
O -3.31541 -5.44173 -2.99141
C -2.58701 -3.65273 -4.43373
F -2.99712 -2.39001 -4.45154
F -2.38762 -4.05036 -5.70420
F -1.43091 -3.71550 -3.78537
H -6.57947 -3.45487 -2.32682
H -7.18938 -5.06223 -1.89627
H -5.51380 -4.61988 -1.54285
H -6.72548 -4.94433 -4.34109
H -5.62047 -6.08787 -3.57433
```

Results
Net charge: -1
Energy (eV): -109908.7233
LUMO (eV): 1.95


- Which of these has the highest energy?
  C4H6N